This record from the OMol25 dataset describes C33H27GeN3O7SSeTa as an isolated structure at a distorted geometry. The level of theory is ωB97M-V with the def2-TZVPD basis set.

**Lowest unoccupied orbital energy (spin up / spin down)**: -1.157 / -2.012 eV
**E**: -6898.269980 hartree
**Expectation value of S²**: 0.753
**Relative energy (zero: lowest compared OMol25 entry of this formula, charge and spin)**: 16.38 kJ/mol
**Orbital gap (spin up / spin down)**: 6.6897 / 6.3067 eV
**2S+1**: 2

Each line ends with the Löwdin spin population.
Positions of all 74 atoms, in Å:
Ta -0.7925 1.1061 1.0864  0.19
C -2.1758 4.9103 -0.1336  0.00
O -2.6972 5.4255 1.0944  0.00
C -2.5685 4.7856 2.2784  0.00
C -3.2294 5.3804 3.3439  0.00
C -3.2005 4.8502 4.6288  0.00
C -2.4936 3.7006 4.8836  0.00
C -1.8251 3.0616 3.8322  0.00
C -0.9762 1.9483 4.1180  0.00
N -0.3460 1.2611 3.2236  0.00
N 0.5945 0.3615 3.7027  0.01
C 1.3185 -0.0237 2.7065  0.00
O 1.0837 0.4195 1.4780  0.04
C 2.4260 -0.9742 2.8886  0.00
C 3.4857 -0.9735 1.9871  0.00
C 4.5330 -1.8645 2.1583  0.00
C 4.5193 -2.7587 3.2197  0.00
C 3.4604 -2.7587 4.1186  0.00
C 2.4159 -1.8640 3.9600  0.00
C -1.8666 3.5869 2.5261  0.00
O -1.2189 2.9600 1.5431  0.02
H -2.4443 5.6523 -0.8805  0.00
H -2.6346 3.9547 -0.3875  0.00
H -1.0943 4.8031 -0.0981  0.00
H -3.7842 6.2857 3.1344  0.00
H -3.7356 5.3515 5.4232  0.00
H -2.4440 3.2823 5.8801  0.00
H -0.7711 1.6989 5.1557  0.00
H 3.4817 -0.2800 1.1572  0.00
H 5.3601 -1.8607 1.4603  0.00
H 5.3347 -3.4587 3.3479  0.00
H 3.4487 -3.4597 4.9425  0.00
H 1.5832 -1.8527 4.6497  0.00
C 0.2101 -2.6145 0.2379  0.07
Ge 0.1688 -1.0624 -0.9624  0.32
C 1.9547 -0.6975 -1.6611  0.03
C 2.1890 0.2634 -2.6409  0.01
C 3.4575 0.4320 -3.1765  0.00
C 4.5080 -0.3681 -2.7477  0.01
C 4.2838 -1.3411 -1.7835  0.00
C 3.0158 -1.4996 -1.2433  0.01
C -1.1130 -1.2398 -2.4389  0.06
C -2.1894 -0.4032 -2.5612  0.00
C -3.1391 -0.5632 -3.5932  0.00
C -3.0012 -1.5742 -4.4949  0.00
C -1.8960 -2.4593 -4.4215  0.00
C -1.7372 -3.5019 -5.3649  0.00
C -0.6633 -4.3436 -5.3099  0.00
C 0.3065 -4.1698 -4.3034  0.00
C 0.1733 -3.1744 -3.3757  0.00
C -0.9333 -2.2909 -3.3944  0.01
H 0.4578 -3.4861 -0.3733  0.01
H -0.7670 -2.7683 0.6873  0.00
H 0.9596 -2.5043 1.0197  0.00
H 1.3794 0.8786 -3.0144  0.00
H 3.6208 1.1854 -3.9361  0.00
H 5.4960 -0.2392 -3.1703  0.00
H 5.0942 -1.9792 -1.4534  0.00
H 2.8599 -2.2619 -0.4879  0.00
H -2.3396 0.4001 -1.8521  0.00
H -3.9780 0.1177 -3.6487  0.00
H -3.7291 -1.7199 -5.2839  0.00
H -2.4891 -3.6150 -6.1368  0.00
H -0.5512 -5.1366 -6.0373  0.00
H 1.1681 -4.8239 -4.2665  0.00
H 0.9516 -3.0570 -2.6327  0.00
S -0.4996 3.1151 -3.1429  0.05
C -0.2727 2.4469 -1.7327  0.03
N -0.0890 1.9493 -0.6664  0.05
O -1.6554 -0.6247 1.7490  0.03
Se -3.3136 -0.1798 1.4302  0.01
O -4.1291 -1.3513 0.7578  0.00
O -2.6883 0.9743 0.2993  0.01
O -3.8278 0.6311 2.6985  0.00

Forces on atoms 1 to 6 (eV/Å):
Ta 0.573 0.645 -0.192
C -0.048 -0.050 0.049
O 0.075 0.021 0.031
C -0.069 -0.153 0.047
C 0.018 0.000 -0.054
C -0.033 0.022 0.052